No. 1
# H2O2P

A molecular structure, H2O2P at a distorted geometry (ωB97M-V/def2-TZVPD, the Open Molecules 2025 dataset).

The geometry in XYZ format:
```
5
Properties=species:S:1:pos:R:3
O 0.87 -0.87 0.97
O 0.47 1.48 -0.02
P 0.10 0.08 0.16
H -1.42 -0.12 0.33
H -0.02 -0.57 -1.45
```

Energy relative to the best compared isomer or geometry (same formula, charge and spin) ... 11.6 kcal/mol
Total charge ... -1
E ... -13418.016 eV
2S+1 ... 1
Gap between HOMO and LUMO ... 9.094 eV

=====

No. 2
# C3H10O3

3 unconnected molecules or ions with the total composition C3H10O3 at a distorted geometry (ωB97M-V/def2-TZVPD, the Open Molecules 2025 dataset).

The geometry in XYZ format:
```
16
Properties=species:S:1:pos:R:3
C -1.82 1.05 -0.29
C -1.23 0.12 0.46
C -1.13 -1.34 0.13
O -0.78 0.49 1.70
H -2.11 0.82 -1.30
H -1.89 2.05 0.10
H -1.17 -1.45 -0.95
H -1.90 -1.94 0.62
H -0.12 -1.67 0.41
H -0.43 -0.30 2.13
O 2.12 0.47 0.66
H 1.20 0.72 0.84
H 2.20 0.75 -0.27
O 1.70 -0.55 -2.25
H 2.28 -0.41 -3.00
H 2.20 -1.09 -1.63
```

Energy relative to the best compared isomer or geometry (same formula, charge and spin) ... 10.6 kcal/mol
Total charge ... 0
SMILES string ... C=C(C)O.O.O
E ... -9415.071 eV
2S+1 ... 1
Gap between HOMO and LUMO ... 9.561 eV

=====

No. 3
# C17H16N2O4

2 unconnected molecules or ions with the total composition C17H16N2O4 at a distorted geometry (ωB97M-V/def2-TZVPD, the Open Molecules 2025 dataset).

The geometry in XYZ format:
```
39
Properties=species:S:1:pos:R:3
N 0.15 -4.78 -0.58
C 0.11 -4.44 0.89
C -0.73 -3.04 0.99
C -2.01 -2.88 0.33
C -2.78 -1.47 0.43
O -4.03 -1.35 0.52
C -1.81 -0.18 0.42
C -2.19 1.17 -0.27
C -1.15 2.33 -0.18
C 0.19 2.17 0.58
C 1.30 3.34 0.68
C 1.96 3.70 -0.66
C 3.02 4.87 -0.60
C 3.17 5.43 0.85
C 2.44 4.91 2.10
N 1.50 3.85 1.99
C 0.58 0.83 1.27
O 1.80 0.65 1.98
C -0.43 -0.34 1.16
C -0.11 -1.79 1.81
O 0.59 -1.94 2.84
H 0.89 -5.47 -0.75
H 0.40 -3.92 -1.10
H -0.36 -5.27 1.52
H 1.19 -4.23 1.23
H -2.50 -3.71 -0.29
H -3.18 1.28 -0.82
H -1.43 3.31 -0.72
H 1.69 3.19 -1.65
H 3.59 5.25 -1.50
H 3.89 6.31 1.00
H 2.62 5.38 3.13
H 1.72 1.06 2.88
C -1.92 -2.48 -3.52
O -0.94 -2.67 -2.51
H -2.17 -3.44 -3.95
H -2.81 -2.03 -3.08
H -1.52 -1.82 -4.30
H -0.73 -1.80 -2.14
```

Energy relative to the best compared isomer or geometry (same formula, charge and spin) ... 257.7 kcal/mol
Total charge ... 0
SMILES string ... NCC1=CC(=O)c2ccc(-c3ccccn3)c(O)c2C1=O.CO
E ... -29048.925 eV
2S+1 ... 1
Gap between HOMO and LUMO ... 7.954 eV

=====

no.,LUMO energy (eV)
1,5.0
2,0.6
3,-1.1